C37H113N25O16 | the ωB97M-V functional and the def2-TZVPD basis

Each atom is followed by the atoms it is bonded to, with distances in Å.
Geometry (Å):
1 C 17.729 -15.227 5.816  C2 1.549, H7 1.090, H8 1.090, H9 1.090
2 C 19.273 -15.290 5.911  C1 1.549, C3 1.543, N6 1.474, H10 1.090
3 C 19.902 -14.476 4.760  C2 1.543, O4 1.382, H11 1.090, H12 1.090
4 O 21.281 -14.395 4.739  C3 1.382, C5 1.429
5 C 22.035 -15.551 4.371  O4 1.429, H13 1.090, H14 1.090, H15 1.090
6 N 19.730 -14.900 7.258  C2 1.474, H16 1.010, H17 1.010
7 H 17.223 -15.628 4.937  C1 1.090
8 H 17.358 -14.210 5.939  C1 1.090
9 H 17.266 -15.893 6.545  C1 1.090
10 H 19.647 -16.305 5.778  C2 1.090
11 H 19.570 -13.443 4.865  C3 1.090
12 H 19.566 -14.715 3.751  C3 1.090
13 H 23.021 -15.447 4.823  C5 1.090
14 H 22.032 -15.620 3.283  C5 1.090
15 H 21.581 -16.464 4.757  C5 1.090
16 H 19.571 -15.651 7.914  N6 1.010
17 H 20.732 -14.989 7.164  N6 1.010
18 C 10.698 -17.507 9.065  C19 1.514, H24 1.090, H25 1.090, H26 1.090
19 C 9.600 -18.485 8.707  C18 1.514, C20 1.507, N23 1.459, H27 1.090
20 C 9.351 -18.499 7.221  C19 1.507, O21 1.434, H28 1.090, H29 1.090
21 O 8.350 -19.460 6.857  C20 1.434, C22 1.453
22 C 7.934 -19.387 5.466  O21 1.453, H30 1.090, H31 1.090, H32 1.090
23 N 10.001 -19.780 9.246  C19 1.459, H33 1.010, H34 1.010
24 H 10.351 -16.480 8.944  C18 1.090
25 H 11.600 -17.511 8.453  C18 1.090
26 H 10.912 -17.598 10.130  C18 1.090
27 H 8.623 -18.227 9.114  C19 1.090
28 H 10.265 -18.714 6.668  C20 1.090
29 H 8.931 -17.509 7.042  C20 1.090
30 H 8.566 -20.158 5.025  C22 1.090
31 H 8.028 -18.432 4.950  C22 1.090
32 H 6.887 -19.683 5.403  C22 1.090
33 H 10.518 -20.348 8.590  N23 1.010
34 H 10.684 -19.630 9.975  N23 1.010
35 C 14.280 -16.376 4.931  C36 1.497, H41 1.090, H42 1.090, H43 1.090
36 C 13.098 -17.294 4.979  C35 1.497, C37 1.542, N40 1.464, H44 1.090
37 C 11.798 -16.644 4.467  C36 1.542, O38 1.412, H45 1.090, H46 1.090
38 O 11.852 -16.011 3.206  C37 1.412, C39 1.378
39 C 10.687 -15.499 2.676  O38 1.378, H47 1.090, H48 1.090, H49 1.090
40 N 13.493 -18.592 4.428  C36 1.464, H50 1.010, H51 1.010
41 H 15.009 -16.877 5.568  C35 1.090
42 H 14.082 -15.374 5.312  C35 1.090
43 H 14.688 -16.311 3.922  C35 1.090
44 H 12.878 -17.517 6.023  C36 1.090
45 H 11.263 -16.101 5.246  C37 1.090
46 H 11.037 -17.424 4.448  C37 1.090
47 H 9.941 -16.275 2.501  C39 1.090
48 H 10.712 -15.063 1.677  C39 1.090
49 H 10.327 -14.752 3.383  C39 1.090
50 H 12.648 -19.136 4.326  N40 1.010
51 H 13.833 -18.408 3.495  N40 1.010
52 C 14.786 -17.038 8.723  C53 1.499, H58 1.090, H59 1.090, H60 1.090
53 C 15.574 -16.453 9.856  C52 1.499, C54 1.545, N57 1.425, H61 1.090
54 C 15.556 -17.247 11.181  C53 1.545, O55 1.434, H62 1.090, H63 1.090
55 O 16.441 -16.575 12.088  C54 1.434, C56 1.424
56 C 16.957 -17.380 13.143  O55 1.424, H64 1.090, H65 1.090, H66 1.090
57 N 16.921 -16.428 9.391  C53 1.425, H67 1.010, H68 1.010
58 H 13.754 -17.229 9.016  C52 1.090
59 H 15.143 -17.963 8.270  C52 1.090
60 H 14.685 -16.335 7.896  C52 1.090
61 H 15.182 -15.460 10.074  C53 1.090
62 H 15.885 -18.283 11.107  C54 1.090
63 H 14.509 -17.333 11.472  C54 1.090
64 H 17.554 -16.740 13.794  C56 1.090
65 H 17.641 -18.172 12.837  C56 1.090
66 H 16.250 -17.916 13.776  C56 1.090
67 H 17.445 -16.187 10.221  N57 1.010
68 H 17.071 -15.605 8.825  N57 1.010
69 C 20.850 -22.774 13.387  C70 1.499, H75 1.090, H76 1.090, H77 1.090
70 C 20.801 -22.843 11.890  C69 1.499, C71 1.520, N74 1.491, H78 1.090
71 C 20.031 -21.659 11.327  C70 1.520, O72 1.460, H79 1.090, H80 1.090
72 O 18.690 -21.606 11.901  C71 1.460, C73 1.443
73 C 18.007 -20.433 11.410  O72 1.443, H81 1.090, H82 1.090, H83 1.090
74 N 22.210 -22.747 11.414  C70 1.491, H84 1.010, H85 1.010
75 H 21.162 -21.822 13.816  C69 1.090
76 H 21.549 -23.526 13.753  C69 1.090
77 H 19.838 -22.933 13.761  C69 1.090
78 H 20.377 -23.795 11.570  C70 1.090
79 H 20.034 -21.710 10.238  C71 1.090
80 H 20.620 -20.775 11.570  C71 1.090
81 H 18.062 -20.304 10.329  C73 1.090
82 H 18.549 -19.603 11.862  C73 1.090
83 H 16.976 -20.429 11.765  C73 1.090
84 H 22.574 -21.851 11.705  N74 1.010
85 H 22.786 -23.452 11.853  N74 1.010
86 C 16.797 -17.045 18.740  C87 1.609, H92 1.090, H93 1.090, H94 1.090
87 C 16.116 -15.698 18.183  C86 1.609, C88 1.581, N91 1.423, H95 1.090
88 C 16.735 -14.334 18.689  C87 1.581, O89 1.411, H96 1.090, H97 1.090
89 O 18.126 -14.302 18.455  C88 1.411, C90 1.482
90 C 18.619 -12.923 18.684  O89 1.482, H98 1.090, H99 1.090, H100 1.090
91 N 16.322 -15.839 16.782  C87 1.423, H101 1.010, H102 1.010
92 H 16.916 -17.105 19.822  C86 1.090
93 H 17.828 -17.170 18.410  C86 1.090
94 H 16.366 -17.923 18.258  C86 1.090
95 H 15.047 -15.717 18.395  C87 1.090
96 H 16.617 -14.203 19.765  C88 1.090
97 H 16.220 -13.551 18.133  C88 1.090
98 H 18.117 -12.251 17.988  C90 1.090
99 H 19.680 -12.810 18.460  C90 1.090
100 H 18.510 -12.526 19.693  C90 1.090
101 H 16.001 -16.745 16.471  N91 1.010
102 H 17.318 -15.861 16.618  N91 1.010
103 C 15.071 -21.308 8.564  C104 1.581, H109 1.090, H110 1.090, H111 1.090
104 C 13.530 -21.049 8.807  C103 1.581, C105 1.522, N108 1.477, H112 1.090
105 C 13.380 -20.327 10.138  C104 1.522, O106 1.422, H113 1.090, H114 1.090
106 O 13.682 -21.260 11.168  C105 1.422, C107 1.379
107 C 13.637 -20.792 12.465  O106 1.379, H115 1.090, H116 1.090, H117 1.090
108 N 13.082 -20.222 7.667  C104 1.477, H118 1.010, H119 1.010
109 H 15.237 -22.175 9.203  C103 1.090
110 H 15.680 -20.457 8.868  C103 1.090
111 H 15.253 -21.668 7.552  C103 1.090
112 H 12.939 -21.964 8.767  C104 1.090
113 H 12.314 -20.102 10.176  C105 1.090
114 H 13.950 -19.401 10.209  C105 1.090
115 H 13.490 -21.629 13.147  C107 1.090
116 H 12.993 -19.939 12.677  C107 1.090
117 H 14.640 -20.392 12.613  C107 1.090
118 H 13.087 -20.676 6.765  N108 1.010
119 H 13.763 -19.478 7.619  N108 1.010
120 C 18.135 -11.886 8.473  O121 1.202, N122 1.236, N123 1.326
121 O 17.810 -10.874 9.033  C120 1.202
122 N 17.953 -12.236 7.301  C120 1.236, H124 1.010, H125 1.010
123 N 18.837 -12.799 9.130  C120 1.326, H126 1.010, H127 1.010
124 H 18.110 -13.182 6.982  N122 1.010
125 H 17.439 -11.578 6.732  N122 1.010
126 H 18.982 -13.650 8.606  N123 1.010
127 H 19.013 -12.615 10.107  N123 1.010
128 C 20.072 -15.576 11.532  O129 1.223, N130 1.296, N131 1.300
129 O 19.959 -15.369 10.332  C128 1.223
130 N 20.158 -14.547 12.316  C128 1.296, H132 1.010, H133 1.010
131 N 20.136 -16.691 12.198  C128 1.300, H134 1.010, H135 1.010
132 H 19.826 -13.697 11.883  N130 1.010
133 H 20.294 -14.741 13.298  N130 1.010
134 H 20.219 -17.485 11.580  N131 1.010
135 H 20.001 -16.764 13.196  N131 1.010
136 C 20.513 -18.912 9.265  O137 1.179, N138 1.323, N139 1.340
137 O 20.907 -18.661 10.347  C136 1.179
138 N 21.048 -19.557 8.241  C136 1.323, H140 1.010, H141 1.010
139 N 19.335 -18.415 8.865  C136 1.340, H142 1.010, H143 1.010
140 H 20.386 -19.744 7.501  N138 1.010
141 H 22.056 -19.616 8.253  N138 1.010
142 H 18.759 -17.847 9.469  N139 1.010
143 H 19.002 -18.681 7.949  N139 1.010
144 C 18.894 -20.054 16.235  O145 1.258, N146 1.285, N147 1.319
145 O 19.680 -19.135 16.584  C144 1.258
146 N 18.274 -20.872 17.008  C144 1.285, H148 1.010, H149 1.010
147 N 18.623 -20.190 14.952  C144 1.319, H150 1.010, H151 1.010
148 H 17.802 -21.663 16.593  N146 1.010
149 H 18.408 -20.777 18.004  N146 1.010
150 H 18.217 -21.067 14.655  N147 1.010
151 H 18.991 -19.574 14.242  N147 1.010
152 C 13.604 -14.467 14.852  O153 1.215, N154 1.304, N155 1.283
153 O 13.134 -13.530 14.238  C152 1.215
154 N 13.612 -15.705 14.442  C152 1.304, H156 1.010, H157 1.010
155 N 14.351 -14.259 15.874  C152 1.283, H158 1.010, H159 1.010
156 H 14.033 -16.460 14.964  N154 1.010
157 H 13.119 -15.824 13.568  N154 1.010
158 H 15.054 -14.886 16.238  N155 1.010
159 H 14.577 -13.309 16.133  N155 1.010
160 C 15.452 -12.016 11.935  O161 1.199, N162 1.324, N163 1.282
161 O 14.288 -12.303 11.974  C160 1.199
162 N 16.374 -12.966 11.964  C160 1.324, H164 1.010, H165 1.010
163 N 15.916 -10.859 12.235  C160 1.282, H166 1.010, H167 1.010
164 H 17.285 -12.781 12.358  N162 1.010
165 H 15.936 -13.874 12.030  N162 1.010
166 H 16.902 -10.648 12.176  N163 1.010
167 H 15.211 -10.181 12.485  N163 1.010
168 C 17.284 -19.292 5.565  O169 1.192, N170 1.278, N171 1.314
169 O 18.232 -19.232 6.284  C168 1.192
170 N 17.360 -19.496 4.306  C168 1.278, H172 1.010, H173 1.010
171 N 16.042 -19.283 5.996  C168 1.314, H174 1.010, H175 1.010
172 H 18.282 -19.344 3.923  N170 1.010
173 H 16.487 -19.434 3.802  N170 1.010
174 H 15.974 -19.217 7.002  N171 1.010
175 H 15.246 -18.915 5.495  N171 1.010
176 C 20.009 -15.399 16.061  O177 1.228, N178 1.320, N179 1.279
177 O 19.715 -15.496 14.873  C176 1.228
178 N 19.904 -16.336 16.986  C176 1.320, H180 1.010, H181 1.010
179 N 20.508 -14.284 16.438  C176 1.279, H182 1.010, H183 1.010
180 H 19.575 -17.264 16.761  N178 1.010
181 H 20.249 -16.103 17.906  N178 1.010
182 H 20.924 -14.207 17.354  N179 1.010
183 H 20.547 -13.428 15.901  N179 1.010
184 C 14.070 -19.056 16.099  O185 1.223, N186 1.236, N187 1.316
185 O 14.529 -17.928 15.984  C184 1.223
186 N 12.984 -19.447 16.543  C184 1.236, H188 1.010, H189 1.010
187 N 14.802 -20.111 15.812  C184 1.316, H190 1.010, H191 1.010
188 H 12.593 -18.764 17.176  N186 1.010
189 H 12.808 -20.441 16.581  N186 1.010
190 H 15.759 -19.953 15.531  N187 1.010
191 H 14.395 -21.021 15.972  N187 1.010

* frontier orbital gap (alpha / beta): 1.731 / 7.430 eV
* net charge: -1
* E: -4050.281919 a.u.
* 2S+1: 2
* molecular weight: 1164.5 g/mol